The following is a quantum chemistry calculation of 2 unconnected molecules or ions with the total composition C29H38F3OSi, from the OMol25 dataset.

Computed properties:
Energy above the lowest of the compared OMol25 structures with the same formula, charge and spin = 0.000 eV
Multiplicity = 1
Highest occupied orbital energy = -12.1 eV
Net charge = +1
Gap between HOMO and LUMO = 6.44 eV
E = -1791.8458 a.u.

Positions of all 72 atoms, in Å:
F (2.082, 2.715, 2.303)
C (2.116, 1.340, 2.159)
C (3.236, 0.768, 1.563)
C (3.268, -0.624, 1.569)
F (4.454, -1.246, 1.240)
C (2.169, -1.413, 1.901)
C (0.974, -0.781, 2.355)
C (-0.278, -1.540, 2.542)
C (-1.545, -0.965, 2.080)
C (-2.630, -1.872, 2.074)
C (-3.928, -1.437, 1.844)
C (-4.200, -0.089, 1.543)
C (-3.113, 0.777, 1.480)
F (-3.364, 2.115, 1.278)
C (-1.790, 0.371, 1.649)
C (1.007, 0.610, 2.585)
H (4.071, 1.357, 1.199)
H (2.221, -2.500, 1.763)
H (-0.180, -2.599, 2.269)
H (-2.423, -2.937, 2.237)
H (-4.741, -2.162, 1.921)
H (-5.218, 0.270, 1.405)
H (-1.001, 1.084, 1.413)
H (0.145, 1.124, 3.022)
C (2.543, -6.084, 9.740)
C (1.278, -5.364, 9.288)
C (0.352, -6.237, 8.433)
C (-0.945, -5.503, 8.052)
Si (-1.636, -5.736, 6.329)
C (-1.530, -7.535, 5.845)
C (-2.331, -8.503, 6.753)
C (-3.488, -9.241, 6.079)
C (-4.183, -10.203, 7.041)
C (-3.458, -5.302, 6.372)
C (-3.730, -3.980, 7.075)
C (-5.193, -3.549, 6.978)
C (-5.377, -2.108, 7.442)
C (-0.832, -4.442, 5.239)
C (0.490, -4.312, 4.820)
C (0.709, -2.954, 4.535)
C (-0.525, -2.310, 4.544)
O (-1.471, -3.224, 4.990)
H (3.209, -5.382, 10.247)
H (2.300, -6.885, 10.444)
H (3.091, -6.521, 8.901)
H (0.711, -5.039, 10.170)
H (1.538, -4.455, 8.728)
H (0.886, -6.607, 7.543)
H (0.077, -7.129, 9.019)
H (-1.754, -5.867, 8.706)
H (-0.854, -4.426, 8.260)
H (-1.856, -7.603, 4.797)
H (-0.465, -7.815, 5.882)
H (-1.634, -9.261, 7.144)
H (-2.716, -7.978, 7.644)
H (-4.208, -8.525, 5.661)
H (-3.080, -9.809, 5.234)
H (-4.984, -10.743, 6.530)
H (-3.472, -10.943, 7.424)
H (-4.615, -9.683, 7.901)
H (-3.786, -5.237, 5.325)
H (-4.019, -6.128, 6.833)
H (-3.418, -4.022, 8.129)
H (-3.118, -3.204, 6.603)
H (-5.520, -3.655, 5.936)
H (-5.811, -4.231, 7.573)
H (-6.419, -1.803, 7.321)
H (-5.102, -1.995, 8.495)
H (-4.745, -1.433, 6.854)
H (1.198, -5.138, 4.757)
H (1.632, -2.509, 4.204)
H (-0.811, -1.263, 4.648)

Forces on atoms 1 to 3 (eV/Å):
0.0351 -1.8110 -0.1822
-0.1794 1.2285 -0.0549
-0.3458 -0.2437 0.7006